(1)
C5H6O | ωB97M-V with the def2-TZVPD basis set

As for the structure (SMILES): C1=C[C@@H]2O[C@@H]2C1. The calculation puts the energy above the lowest of the compared OMol25 structures with the same formula, charge and spin at 4.5727 eV. The highest occupied orbital energy is -9.06 eV. As for the spin multiplicity: 1. The largest force on an atom comes out at 0.2229 Eh/bohr. As for the net charge: 0. The calculation puts the HOMO-LUMO gap at 10.10 eV.

Last column: natural (NBO) charge in e.
Atoms and positions in Å:
1 C -1.31 0.71 -0.18  -0.194
2 C 0.00 1.30 0.07  -0.145
3 C 0.94 0.28 0.50  -0.044
4 O 1.34 -0.29 -0.66  -0.476
5 C 0.29 -0.92 0.18  0.053
6 C -1.26 -0.83 0.08  -0.481
7 H -2.24 1.14 -0.68  0.222
8 H 0.26 2.18 0.21  0.180
9 H 1.87 0.62 1.03  0.202
10 H 0.67 -2.00 0.50  0.204
11 H -1.59 -1.70 -0.75  0.240
12 H -1.64 -1.17 1.18  0.239


(2)
C5H6O | ωB97M-V with the def2-TZVPD basis set

As for the structure (SMILES): CCC#CC=O. The calculation puts the energy above the lowest of the compared OMol25 structures with the same formula, charge and spin at 3.1281 eV. The highest occupied orbital energy is -10.09 eV. As for the spin multiplicity: 1. The largest force on an atom comes out at 0.0178 Eh/bohr. As for the net charge: 0. The calculation puts the HOMO-LUMO gap at 10.24 eV.

Last column: natural (NBO) charge in e.
Atoms and positions in Å:
1 C 0.20 -0.65 1.06  -0.585
2 C 0.36 0.88 1.22  -0.473
3 C 0.09 1.30 -0.18  0.084
4 C -0.08 0.61 -1.17  -0.123
5 C -0.56 -0.30 -2.17  0.354
6 O -0.69 -1.50 -2.02  -0.492
7 H -0.87 -0.89 0.97  0.212
8 H 0.69 -0.89 0.11  0.213
9 H 0.66 -1.29 1.81  0.207
10 H 1.37 1.16 1.52  0.235
11 H -0.34 1.34 1.93  0.235
12 H -0.85 0.23 -3.07  0.132


(3)
C5H6O | ωB97M-V with the def2-TZVPD basis set

As for the structure (SMILES): C=C=C(O)C=C. The calculation puts the energy above the lowest of the compared OMol25 structures with the same formula, charge and spin at 2.5687 eV. The highest occupied orbital energy is -8.46 eV. As for the spin multiplicity: 1. The largest force on an atom comes out at 0.0079 Eh/bohr. As for the net charge: 0. The calculation puts the HOMO-LUMO gap at 9.26 eV.

Last column: natural (NBO) charge in e.
Atoms and positions in Å:
1 C 2.10 -0.39 1.10  -0.428
2 C 1.48 -0.01 0.02  -0.019
3 C 0.39 0.15 -0.71  0.199
4 O 0.19 -0.36 -1.96  -0.656
5 C -0.77 0.77 -0.02  -0.224
6 C -1.92 0.11 0.05  -0.398
7 H 1.66 -1.20 1.68  0.204
8 H 3.03 0.02 1.48  0.208
9 H -0.66 -0.01 -2.27  0.483
10 H -0.61 1.71 0.50  0.224
11 H -2.77 0.50 0.60  0.207
12 H -2.04 -0.88 -0.38  0.200


(4)
C5H6O | ωB97M-V with the def2-TZVPD basis set

The calculation puts the energy above the lowest of the compared OMol25 structures with the same formula, charge and spin at 3.7395 eV. The highest occupied orbital energy is -8.10 eV. As for the spin multiplicity: 1. The largest force on an atom comes out at 0.0468 Eh/bohr. As for the net charge: 0. The calculation puts the HOMO-LUMO gap at 8.82 eV.

Last column: natural (NBO) charge in e.
Atoms and positions in Å:
1 C 2.03 0.56 0.30  -0.687
2 C 0.59 0.32 0.02  0.496
3 C -0.10 -0.83 0.34  -0.608
4 C -1.30 -0.37 -0.19  0.479
5 C -2.51 -0.23 -0.56  -0.581
6 O -0.13 1.21 -0.56  -0.614
7 H 2.48 -0.29 0.81  0.219
8 H 2.12 1.46 0.90  0.238
9 H 2.54 0.73 -0.66  0.238
10 H 0.21 -1.74 0.82  0.253
11 H -2.72 -1.26 -0.16  0.279
12 H -3.21 0.43 -1.06  0.288


(5)
C5H6O | ωB97M-V with the def2-TZVPD basis set

The calculation puts the energy above the lowest of the compared OMol25 structures with the same formula, charge and spin at 4.3240 eV. The highest occupied orbital energy is -8.94 eV. As for the spin multiplicity: 1. The largest force on an atom comes out at 0.0645 Eh/bohr. As for the net charge: 0. The calculation puts the HOMO-LUMO gap at 9.59 eV.

Last column: natural (NBO) charge in e.
Atoms and positions in Å:
1 C -1.47 -0.42 -0.38  -0.611
2 C 0.02 -0.26 -0.01  -0.359
3 C 0.97 -0.63 -1.08  0.419
4 O 0.65 -1.10 -2.15  -0.531
5 C 0.43 0.78 0.88  -0.122
6 C 0.86 1.34 1.87  -0.255
7 H -2.11 -0.29 0.50  0.223
8 H -1.77 0.32 -1.13  0.229
9 H -1.65 -1.40 -0.82  0.236
10 H 0.66 -0.52 1.16  0.416
11 H 2.03 -0.48 -0.81  0.115
12 H 1.29 2.17 2.38  0.241


(6)
C5H6O | ωB97M-V with the def2-TZVPD basis set

As for the structure (SMILES): C#CCC(C)=O. The calculation puts the energy above the lowest of the compared OMol25 structures with the same formula, charge and spin at 1.5350 eV. The highest occupied orbital energy is -9.69 eV. As for the spin multiplicity: 1. The largest force on an atom comes out at 0.0102 Eh/bohr. As for the net charge: 0. The calculation puts the HOMO-LUMO gap at 10.55 eV.

Last column: natural (NBO) charge in e.
Atoms and positions in Å:
1 C 2.22 0.17 1.08  -0.246
2 C 1.45 -0.26 0.26  0.003
3 C 0.49 -0.79 -0.70  -0.591
4 C -0.97 -0.54 -0.31  0.615
5 C -1.34 0.86 0.10  -0.729
6 O -1.78 -1.44 -0.35  -0.524
7 H 2.92 0.54 1.80  0.242
8 H 0.65 -0.31 -1.68  0.253
9 H 0.62 -1.87 -0.84  0.261
10 H -2.42 0.94 0.21  0.239
11 H -0.98 1.59 -0.64  0.230
12 H -0.85 1.11 1.05  0.248


Which value of HOMO-LUMO gap does entry 5 give? 9.59 eV